[1]
Density functional theory data (ωB97M-V/def2-TZVPD) for one molecule with the formula C2H5O2P at a distorted geometry.

Structure (XYZ):
```
10
Properties=species:S:1:pos:R:3:lowdin_spin:R:1
C -1.06 0.68 0.17 0.50
C 1.43 0.09 0.13 0.03
O -0.81 1.84 0.23 0.63
O 0.16 -0.41 0.39 0.44
P -2.50 -0.39 0.07 0.29
H 1.54 0.03 -0.86 0.00
H 2.30 -0.42 0.71 0.02
H 1.48 1.14 0.32 0.01
H -1.72 -1.65 -0.55 0.02
H -2.83 0.14 -1.17 0.04
```

* lowest unoccupied orbital energy (spin up / spin down): 0.030 / -0.137 Eh
* E: -570.7835 a.u.
* HOMO energy (spin up / spin down): -5.720 / -10.181 eV
* 2S+1: 3



[2]
Density functional theory data (ωB97M-V/def2-TZVPD) for a 2-piece molecular cluster, C2H5O2S overall at a distorted geometry.

Structure (XYZ):
```
10
Properties=species:S:1:pos:R:3:nbo_charge:R:1
C 1.20 -1.64 -0.11 -0.94
C -1.66 1.09 0.02 -0.69
O 1.58 0.60 1.32 -0.99
O 1.74 0.64 -1.17 -1.00
S 1.05 0.06 0.01 1.75
H 0.54 -2.01 0.66 0.16
H 0.89 -2.15 -0.96 0.18
H -1.99 1.74 -0.84 0.17
H -2.28 0.21 0.15 0.15
H -1.07 1.45 0.92 0.20
```

* lowest unoccupied orbital energy (spin up / spin down): 0.138 / 0.140 Eh
* E: -627.7495 a.u.
* HOMO energy (spin up / spin down): -2.901 / -3.592 eV
* charge: -1



[3]
Density functional theory data (ωB97M-V/def2-TZVPD) for a 2-piece molecular cluster, C2H5O2S overall at a distorted geometry.

Structure (XYZ):
```
10
Properties=species:S:1:pos:R:3:nbo_charge:R:1
O -0.99 0.23 1.79 -0.67
C -0.29 0.61 0.87 0.79
O -0.61 1.77 0.22 -0.72
C 0.88 -0.02 0.33 -0.83
H -1.55 1.92 0.45 0.48
H 1.63 0.67 -0.03 0.21
H 0.32 -0.59 -0.68 0.29
H 1.25 -0.79 0.99 0.21
S -0.64 -1.32 -2.06 -0.86
H 0.00 -2.49 -1.88 0.10
```

* lowest unoccupied orbital energy: 0.141 Eh
* E: -627.9150 a.u.
* HOMO energy: -2.976 eV
* charge: -1



[4]
Density functional theory data (ωB97M-V/def2-TZVPD) for a 2-piece molecular cluster, C2H5O2S overall at a distorted geometry.

Structure (XYZ):
```
10
Properties=species:S:1:pos:R:3:nbo_charge:R:1
C 1.28 0.63 -0.55 -0.86
C -2.94 -0.37 0.42 -0.48
O 3.22 -0.99 -0.66 -1.04
O 2.95 0.46 1.31 -1.04
S 2.28 -0.40 0.33 1.61
H 0.68 0.18 -1.49 0.17
H 0.71 1.30 0.02 0.17
H -2.87 -1.20 -0.16 0.14
H -3.26 0.49 -0.27 0.15
H -2.05 -0.10 1.07 0.18
```

* lowest unoccupied orbital energy (spin up / spin down): 0.135 / 0.081 Eh
* E: -627.7310 a.u.
* HOMO energy (spin up / spin down): -3.234 / -2.825 eV
* charge: -1



[5]
Density functional theory data (ωB97M-V/def2-TZVPD) for a 2-piece molecular cluster, C2H5O2S overall at a distorted geometry.

Structure (XYZ):
```
10
Properties=species:S:1:pos:R:3:nbo_charge:R:1
C -0.65 -1.59 -0.60 -0.74
S -0.82 -1.02 1.11 -0.19
H -1.60 -1.90 -1.00 0.19
H 0.10 -2.38 -0.61 0.20
H -0.23 -0.77 -1.18 0.27
O 0.88 1.35 -0.86 -0.79
C 0.93 1.83 0.29 0.63
O 0.00 2.13 1.05 -0.79
H 1.98 2.03 0.65 0.00
H -0.59 0.32 1.14 0.22
```

* lowest unoccupied orbital energy: 0.138 Eh
* E: -627.9223 a.u.
* HOMO energy: -4.398 eV
* charge: -1



[6]
Density functional theory data (ωB97M-V/def2-TZVPD) for C2H5O2S2 as an isolated structure at a distorted geometry.

Structure (XYZ):
```
11
Properties=species:S:1:pos:R:3:nbo_charge:R:1
C 0.34 -1.33 2.25 -0.75
S 0.22 0.24 1.33 0.00
S 1.49 -0.20 -0.24 -0.64
H 0.55 -2.17 1.59 0.22
H 1.09 -1.28 3.04 0.19
H -0.57 -1.42 2.81 0.20
H 0.88 0.96 -1.48 0.46
O 0.18 1.54 -2.07 -0.76
C -1.07 1.30 -2.32 0.65
O -1.78 2.04 -2.96 -0.66
H -1.33 0.31 -1.95 0.08
```

* lowest unoccupied orbital energy: 0.130 Eh
* E: -1026.1247 a.u.
* HOMO energy: -3.164 eV
* charge: -1



Energy above the lowest of the compared OMol25 structures with the same formula, charge and spin values (in kJ/mol) by entry order: 242.8; 502.4; 67.8; 550.9; 48.5; 34.4.